Entry from OMol25: a cluster of 11 separate species, C26H33F4N7O12 in total at a distorted geometry (wB97M-V/def2-TZVPD).

Summary:
Frontier orbital gap (alpha / beta) = 9.871 / 2.473 eV
Multiplicity = 2
Charge = +1
M = 711.58 g/mol
E_tot = -73353.8803 eV

Each line ends with the Löwdin spin population.
Positions of all 82 atoms, in Å:
C -5.18 1.74 2.02  0.01
C -3.78 1.21 1.80  0.01
O -3.95 0.37 0.70  0.01
C -5.29 0.08 0.54  0.03
O -5.80 -0.70 -0.31  0.49
O -5.94 0.70 1.47  0.05
F -3.66 0.58 3.02  0.00
H -5.34 2.60 1.36  0.00
H -5.41 1.94 3.06  0.00
H -2.98 1.95 1.81  0.00
C 3.13 -0.58 3.47  0.00
C 4.43 -1.10 2.98  0.00
O 4.43 -1.03 1.60  0.00
C 3.40 -0.24 1.21  0.00
O 3.13 0.09 0.07  0.00
O 2.67 0.14 2.30  0.00
F 4.54 -2.40 3.21  0.00
H 3.35 0.13 4.26  0.00
H 2.42 -1.33 3.82  0.00
H 5.35 -0.70 3.42  0.00
C -0.21 -1.29 0.06  0.00
C -0.21 -0.86 -1.35  0.00
O 0.04 0.49 -1.31  0.00
C -0.41 0.97 -0.15  0.00
O -0.62 2.17 0.08  0.00
O -0.55 -0.07 0.75  0.00
F -1.43 -1.15 -1.80  0.00
H 0.81 -1.66 0.15  0.00
H -0.83 -2.15 0.31  0.00
H 0.51 -1.24 -2.07  0.00
C 1.56 3.26 4.12  0.00
C 0.33 3.72 3.33  0.00
O 0.56 5.12 3.18  0.00
C 1.44 5.53 4.14  0.00
O 1.79 6.70 4.40  0.00
O 1.93 4.46 4.87  0.00
F -0.86 3.53 3.98  0.00
H 2.37 3.02 3.44  0.00
H 1.37 2.40 4.76  0.00
H 0.28 3.14 2.41  0.00
C 0.81 1.13 -4.93  0.00
C 1.75 1.96 -5.75  0.00
N 2.50 2.60 -6.34  0.00
H 0.66 0.30 -5.62  0.00
H -0.16 1.58 -4.74  0.00
H 1.31 0.73 -4.05  0.00
C 1.94 2.98 -1.64  0.00
C 2.93 2.20 -2.30  0.00
N 3.72 1.58 -2.89  0.00
H 1.82 2.71 -0.59  0.00
H 1.03 2.97 -2.24  0.00
H 2.36 3.99 -1.65  0.00
C -1.81 4.50 -2.19  0.00
C -2.93 4.14 -1.36  0.00
N -3.80 3.76 -0.68  0.00
H -1.58 3.76 -2.95  0.00
H -0.97 4.54 -1.50  0.00
H -2.01 5.49 -2.61  0.00
C -3.35 -6.67 0.25  0.00
C -2.63 -5.41 0.11  0.00
N -2.10 -4.37 -0.05  0.00
H -2.76 -7.43 0.77  0.00
H -3.74 -7.04 -0.70  0.00
H -4.30 -6.59 0.79  0.00
C 5.24 -1.88 -1.80  0.00
C 3.89 -2.02 -2.33  0.00
N 2.79 -2.08 -2.77  0.00
H 5.71 -1.06 -2.33  0.00
H 5.76 -2.84 -1.89  0.00
H 5.27 -1.64 -0.74  0.00
C 2.66 -4.26 0.11  0.00
C 1.95 -4.09 1.40  0.00
N 1.35 -3.97 2.41  0.00
H 2.22 -3.47 -0.51  0.00
H 2.41 -5.27 -0.21  0.00
H 3.70 -4.00 0.30  0.00
C -4.54 -2.88 -1.93  0.06
C -5.46 -2.39 -2.92  0.08
N -6.20 -2.07 -3.77  0.21
H -3.67 -2.24 -2.01  0.01
H -4.12 -3.82 -2.28  0.03
H -5.06 -2.97 -0.97  0.01